No. 1
Molecular formula: C22H33AuF2NO2SSi2
Method: DFT, the ωB97M-V functional and the def2-TZVPD basis

```
64
Properties=species:S:1:pos:R:3:mulliken_charge:R:1
Au 0.24 -0.14 -0.98 1.038
F -4.46 -0.02 -3.28 -0.362
C -3.43 0.75 -2.84 0.448
C -2.33 0.15 -2.27 -0.899
C -1.27 0.92 -1.81 -0.078
C -1.30 2.33 -1.95 0.443
C -2.45 2.85 -2.55 0.668
F -2.59 4.19 -2.75 -0.379
C -3.52 2.11 -2.99 -0.984
C -0.14 3.20 -1.55 0.214
C -0.18 4.60 -1.53 -0.863
C 0.98 5.30 -1.21 -0.419
C 2.14 4.62 -0.92 -0.847
C 2.08 3.24 -0.93 -0.270
N 0.98 2.56 -1.22 0.306
H -2.31 -0.93 -2.20 0.423
H -4.38 2.59 -3.44 0.486
H -1.08 5.15 -1.75 0.505
H 0.95 6.39 -1.19 0.410
H 3.06 5.13 -0.66 0.384
H 2.94 2.63 -0.67 0.436
O 1.89 -1.32 -0.55 -0.513
S 2.59 -1.57 -1.97 0.221
C 1.88 -3.06 -2.75 -0.203
C 2.72 -4.29 -2.46 -0.673
C 3.28 -4.11 -1.05 -0.444
C 3.82 -2.70 -1.05 -0.785
H 1.70 -2.84 -3.79 0.499
H 0.91 -3.12 -2.24 -0.107
H 3.56 -4.35 -3.17 0.282
H 2.13 -5.21 -2.57 0.319
H 4.03 -4.87 -0.82 0.341
H 2.47 -4.20 -0.32 0.195
H 4.76 -2.65 -1.62 0.388
H 3.99 -2.28 -0.06 0.347
C -1.70 2.05 3.33 -1.186
Si -0.20 1.09 2.69 -0.141
C 1.04 2.43 2.18 -0.734
C 0.52 0.25 4.23 -1.067
C -0.63 -0.07 1.37 0.799
Si -1.39 -1.72 1.54 0.409
C -0.65 -2.71 2.97 -1.203
C -3.26 -1.67 1.87 -1.222
C -1.20 -2.85 0.04 -0.565
H -1.43 2.76 4.11 0.357
H -2.46 1.37 3.73 0.281
H -2.17 2.61 2.51 0.307
H 1.19 3.16 2.99 0.403
H 0.64 2.94 1.30 0.004
H 2.00 2.01 1.87 0.269
H 0.90 1.01 4.91 0.330
H 1.34 -0.42 3.97 0.282
H -0.23 -0.33 4.76 0.300
H -1.14 0.56 0.59 -0.459
H -0.94 -2.31 3.94 0.312
H 0.44 -2.72 2.92 0.286
H -1.00 -3.74 2.92 0.361
H -3.47 -1.12 2.80 0.285
H -3.68 -2.67 1.96 0.328
H -3.78 -1.14 1.06 0.316
H -0.14 -3.02 -0.18 -0.269
H -1.65 -2.44 -0.86 0.112
H -1.67 -3.82 0.24 0.553
O 1.07 -0.54 -2.62 -0.974
```

- Energy above the lowest of the compared OMol25 structures with the same formula, charge and spin: 149.0 kJ/mol
- Charge: -1
- E: -64651.83715 eV
- Spin multiplicity: 1
- HOMO level: -4.3 eV
- LUMO energy: 2.837 eV

No. 2
Molecular formula: C22H33AuN7O2SSe
Method: DFT, the ωB97M-V functional and the def2-TZVPD basis

```
67
Properties=species:S:1:pos:R:3:mulliken_charge:R:1
Au -1.31 0.81 -0.22 0.981
C -4.38 -1.02 3.04 -1.135
N -4.69 0.26 2.41 0.058
C -5.93 0.93 2.81 -1.093
C -3.85 0.79 1.52 0.879
N -2.73 0.21 1.16 -0.517
N -4.20 2.00 0.97 -0.153
C -3.38 2.94 0.42 0.779
N -3.91 4.15 0.27 -0.364
N -2.14 2.68 0.08 -0.399
H -5.30 -1.47 3.41 0.386
H -3.70 -0.89 3.88 0.380
H -3.94 -1.72 2.33 0.441
H -6.33 0.42 3.68 0.343
H -6.68 0.87 2.02 0.391
H -5.77 1.97 3.10 0.434
H -2.47 -0.64 1.65 0.060
H -5.16 2.28 1.12 0.261
H -4.86 4.38 0.55 0.186
H -3.39 4.90 -0.15 0.230
H -1.63 3.49 -0.26 0.052
C 6.39 -1.90 -0.37 -1.432
C 5.23 -1.41 0.44 0.798
C 4.17 -2.26 0.78 -0.982
C 3.01 -1.76 1.35 -0.489
C 2.93 -0.40 1.63 0.562
C 3.99 0.45 1.36 -0.590
C 5.15 -0.06 0.80 -0.717
S 1.43 0.32 2.32 0.343
C 1.51 -0.46 3.95 -1.143
O 0.27 -0.33 1.58 -0.398
H 6.48 -2.98 -0.34 0.389
H 7.32 -1.42 -0.06 0.395
H 6.25 -1.61 -1.41 0.296
H 4.25 -3.32 0.58 0.413
H 2.19 -2.42 1.60 0.534
H 3.92 1.51 1.60 0.481
H 5.99 0.59 0.61 0.450
H 1.58 -1.54 3.84 0.346
H 0.61 -0.19 4.50 0.443
H 2.39 -0.06 4.45 0.436
C 2.71 1.24 -2.24 -0.361
C 2.19 2.69 -2.24 -0.796
C 1.22 2.70 -1.06 -0.342
O 0.76 1.32 -0.90 -0.268
C 1.48 0.45 -1.82 -0.198
H 3.51 1.12 -1.52 -0.021
H 3.06 0.93 -3.22 0.475
H 1.68 2.92 -3.17 0.313
H 2.99 3.42 -2.09 0.428
H 0.37 3.36 -1.21 0.117
H 1.72 2.98 -0.13 0.335
H 0.85 0.22 -2.68 0.292
H 1.71 -0.47 -1.29 0.230
Se -0.40 -2.39 0.23 0.515
N -0.95 -1.13 -0.92 -0.178
C -1.06 -1.65 -2.14 1.197
C -1.48 -1.00 -3.32 -0.726
C -1.53 -1.72 -4.48 -0.693
C -1.15 -3.09 -4.53 -0.632
C -0.73 -3.76 -3.42 -0.695
C -0.68 -3.05 -2.19 0.529
N -0.32 -3.57 -1.02 -0.680
H -1.75 0.04 -3.29 0.441
H -1.86 -1.24 -5.39 0.447
H -1.19 -3.61 -5.48 0.434
H -0.45 -4.80 -3.44 0.503
```

- Energy above the lowest of the compared OMol25 structures with the same formula, charge and spin: 137.5 kJ/mol
- Charge: +3
- E: -117721.57746 eV
- Spin multiplicity: 1
- HOMO level: -16.0 eV
- LUMO energy: -11.574 eV

Question: Which value of LUMO energy does entry 1 give?
Answer: 2.837 eV

Question: Which of these has the highest LUMO energy?
Answer: C22H33AuF2NO2SSi2

Question: Which value of charge does entry 2 give?
Answer: +3